Here is a structure of composition F6H6KN3O15S6 from OMol25. Energies are from ωB97M-V/def2-TZVPD.

- Total energy: -132924.12733 eV
- Spin multiplicity: 1
- Net charge: -2
- Kohn-Sham gap: 8.3223 eV
- Energy above the lowest of the compared OMol25 structures with the same formula, charge and spin: 0.0 kcal/mol

Cartesian coordinates (Å):
K1 -0.236 -0.312 1.375
N1 -4.461 -1.339 -1.188
S1 -4.845 -2.251 -0.032
O1 -5.905 -1.741 0.822
O2 -3.771 -3.009 0.556
F1 -5.616 -3.400 -0.863
S2 -4.047 0.068 -0.288
O3 -3.015 0.006 0.706
O4 -5.034 1.109 -0.248
F2 -3.188 0.619 -1.537
N2 1.910 -1.566 -0.050
S3 3.164 -1.435 1.063
O5 4.017 -0.304 0.913
O6 3.692 -2.696 1.521
F3 2.208 -1.014 2.290
S4 2.746 -2.242 -1.205
O7 3.248 -3.575 -1.060
O8 3.489 -1.357 -2.067
F4 1.454 -2.485 -2.143
N3 0.718 2.764 -1.321
S5 1.973 3.762 -1.860
O9 3.172 3.873 -1.091
O10 1.474 4.936 -2.521
F5 2.474 2.800 -3.007
S6 0.430 3.469 0.047
O11 -0.093 4.820 0.047
O12 1.366 3.130 1.098
F6 -0.784 2.511 0.542
O13 -0.298 -3.021 0.668
H1 0.226 -3.599 1.234
H2 0.353 -2.446 0.244
O14 0.444 1.077 3.644
H3 1.167 0.647 4.114
H4 0.607 2.022 3.746
O15 -0.001 -0.131 -1.505
H5 0.780 -0.505 -1.089
H6 0.181 0.815 -1.553

Cartesian forces (eV/Å) of the 2 atoms listed first:
K -0.81 0.50 -0.17
N 1.00 3.54 1.19

=====

Here is a structure of composition F6KN3NaO12S6 from OMol25. Energies are from ωB97M-V/def2-TZVPD.

- Total energy: -131097.55491 eV
- Spin multiplicity: 1
- Net charge: -1
- Kohn-Sham gap: 8.1242 eV
- Energy above the lowest of the compared OMol25 structures with the same formula, charge and spin: 97.4 kcal/mol

Cartesian coordinates (Å):
Na1 -0.450 2.658 -1.167
K1 -0.302 0.012 0.085
N1 0.529 -5.075 1.492
S1 -0.632 -4.137 0.584
O1 -0.901 -4.541 -0.744
O2 -0.759 -2.721 0.829
F1 -1.966 -4.767 1.352
S2 1.354 -3.840 1.891
O3 0.777 -3.015 3.009
O4 2.257 -3.209 0.925
F2 2.424 -4.749 2.704
N2 1.328 1.168 -1.909
S3 1.449 0.402 -3.454
O5 2.642 -0.043 -4.172
O6 0.389 0.985 -4.281
F3 0.730 -0.997 -3.137
S4 2.821 1.608 -1.980
O7 3.164 2.547 -3.038
O8 3.827 0.777 -1.392
F4 2.783 2.652 -0.694
N3 -1.729 2.225 0.677
S5 -1.577 3.297 2.069
O9 -1.126 2.850 3.407
O10 -2.387 4.452 2.114
F5 -0.156 3.980 1.532
S6 -3.315 2.078 0.914
O11 -4.016 3.097 0.161
O12 -3.760 1.521 2.210
F6 -3.399 0.783 0.010

Cartesian forces (eV/Å) of the 2 atoms listed first:
Na 0.32 0.75 -0.45
K 0.24 -1.52 0.56

=====

Here is a structure of composition F6KN3NaO12S6 from OMol25. Energies are from ωB97M-V/def2-TZVPD.

- Total energy: -131093.23422 eV
- Spin multiplicity: 1
- Net charge: -1
- Kohn-Sham gap: 4.1263 eV
- Energy above the lowest of the compared OMol25 structures with the same formula, charge and spin: 197.1 kcal/mol

Cartesian coordinates (Å):
Na1 1.891 4.316 0.770
K1 0.099 0.557 -1.577
N1 2.973 4.013 -3.566
S1 4.331 3.225 -4.329
O1 5.566 3.973 -4.193
O2 4.122 2.309 -5.451
F1 4.559 2.174 -3.144
S2 2.768 4.916 -4.737
O3 2.071 4.337 -5.874
O4 3.592 6.124 -4.877
F2 1.473 5.634 -3.991
N2 -4.189 -5.298 1.057
S3 -2.625 -5.639 0.386
O5 -1.821 -4.499 -0.053
O6 -2.525 -6.885 -0.342
F3 -1.983 -6.054 1.818
S4 -4.858 -4.767 -0.173
O7 -5.443 -5.745 -1.103
O8 -4.401 -3.564 -0.838
F4 -6.228 -4.243 0.656
N3 0.398 0.965 3.488
S5 -1.070 0.770 4.423
O9 -1.440 1.694 5.514
O10 -1.664 -0.528 4.350
F5 -1.828 1.601 3.249
S6 1.199 0.287 4.544
O11 1.107 -1.176 4.561
O12 1.431 1.007 5.772
F6 2.496 0.493 3.663

Cartesian forces (eV/Å) of the 2 atoms listed first:
Na 0.12 0.05 0.14
K -0.16 -0.44 -0.05

=====

Here is a structure of composition F6NO3PRb from OMol25. Energies are from ωB97M-V/def2-TZVPD.

- Total energy: -33885.81083 eV
- Spin multiplicity: 1
- Net charge: -1
- Kohn-Sham gap: 5.1356 eV
- Energy above the lowest of the compared OMol25 structures with the same formula, charge and spin: 52.5 kcal/mol

Cartesian coordinates (Å):
Rb1 -0.765 1.835 -0.485
P1 0.242 -3.333 -2.201
F1 -0.332 -1.883 -2.550
F2 -0.004 -3.821 -3.733
F3 1.795 -2.826 -2.589
F4 1.003 -4.694 -1.959
F5 0.680 -2.921 -0.689
F6 -1.147 -3.981 -1.759
N1 -0.389 5.418 3.990
O1 0.704 5.871 4.036
O2 -0.754 5.014 2.905
O3 -1.031 5.319 5.035

Cartesian forces (eV/Å) of the 2 atoms listed first:
Rb 0.12 -0.11 0.21
P 3.82 -1.24 -0.85

=====

Here is a structure of composition F8H6K2N4O19S8 from OMol25. Energies are from ωB97M-V/def2-TZVPD.

- Total energy: -186035.95258 eV
- Spin multiplicity: 1
- Net charge: -2
- Kohn-Sham gap: 7.1120 eV

Cartesian coordinates (Å):
K1 -1.577 2.880 -3.138
K2 1.489 -3.216 -1.461
N1 2.063 -2.597 4.468
S1 2.978 -2.361 3.154
O1 2.415 -2.908 1.960
O2 4.397 -2.427 3.274
F1 2.776 -0.795 3.079
S2 2.108 -4.192 4.526
O3 3.411 -4.794 4.542
O4 1.064 -4.905 3.872
F2 1.702 -4.323 6.094
N2 -0.114 5.356 -2.072
S3 -1.160 6.605 -2.513
O5 -0.764 7.956 -2.441
O6 -2.526 6.264 -2.350
F3 -0.963 6.288 -4.082
S4 -0.460 5.340 -0.502
O7 -1.773 4.877 -0.195
O8 -0.016 6.431 0.292
F4 0.522 4.144 -0.207
N3 -2.779 -4.463 2.187
S5 -3.731 -3.408 2.951
O9 -5.057 -3.309 2.431
O10 -3.125 -2.176 3.320
F5 -3.804 -4.242 4.292
S6 -1.987 -3.654 1.122
O11 -0.834 -2.975 1.594
O12 -2.720 -2.998 0.072
F6 -1.391 -4.927 0.298
N4 0.667 -0.388 -1.338
S7 2.111 0.326 -0.857
O13 2.466 0.202 0.491
O14 2.374 1.530 -1.562
F7 3.109 -0.728 -1.569
S8 -0.382 0.405 -0.435
O15 -0.600 1.783 -0.805
O16 -0.425 0.067 0.926
F8 -1.728 -0.183 -1.072
O17 1.373 3.501 -3.362
H1 1.797 2.960 -2.684
H2 0.783 4.090 -2.865
O18 -0.733 -2.488 -2.690
H3 -0.419 -1.684 -2.254
H4 -1.586 -2.250 -3.060
O19 -0.009 0.601 -3.878
H5 0.348 0.248 -3.046
H6 0.710 0.535 -4.510

Cartesian forces (eV/Å) of the 2 atoms listed first:
K 0.39 -0.02 0.39
K -0.22 -0.03 0.83

=====

Here is a structure of composition F8KN4O16S8 from OMol25. Energies are from ωB97M-V/def2-TZVPD.

- Total energy: -163462.33040 eV
- Spin multiplicity: 1
- Net charge: -3
- Kohn-Sham gap: 6.9832 eV
- Energy above the lowest of the compared OMol25 structures with the same formula, charge and spin: 162.8 kcal/mol

Cartesian coordinates (Å):
K1 -0.043 -0.901 -0.136
N1 3.870 1.772 -2.226
S1 4.537 1.858 -3.610
O1 5.909 1.339 -3.746
O2 4.057 2.927 -4.496
F1 3.584 0.599 -4.205
S2 4.862 2.898 -1.556
O3 4.631 4.262 -1.950
O4 6.263 2.579 -1.358
F2 4.326 2.768 -0.031
N2 -5.086 6.063 1.087
S3 -6.362 5.444 0.183
O5 -6.529 4.020 0.330
O6 -6.829 6.098 -1.021
F3 -7.389 5.894 1.261
S4 -4.133 5.566 -0.011
O7 -4.066 6.270 -1.244
O8 -3.665 4.191 0.263
F4 -2.947 6.374 0.711
N3 6.031 -7.003 -2.079
S5 4.970 -7.581 -3.276
O9 5.518 -7.570 -4.636
O10 3.525 -7.549 -3.003
F5 5.200 -9.141 -2.930
S6 5.713 -5.578 -2.441
O11 4.489 -4.878 -1.964
O12 6.357 -5.062 -3.616
F6 6.783 -4.934 -1.405
N4 -4.696 -0.150 5.578
S7 -5.900 -1.135 4.900
O13 -6.505 -2.009 5.882
O14 -5.901 -1.343 3.461
F7 -7.020 -0.006 4.785
S8 -3.759 -1.359 5.588
O15 -3.474 -2.080 4.353
O16 -3.892 -2.165 6.793
F8 -2.428 -0.474 5.764

Cartesian forces (eV/Å) of the 2 atoms listed first:
K 0.07 0.16 0.00
N 1.65 2.08 2.41

=====

Here is a structure of composition F8Li2N4O16S8 from OMol25. Energies are from ωB97M-V/def2-TZVPD.

- Total energy: -147556.71048 eV
- Spin multiplicity: 1
- Net charge: -2
- Kohn-Sham gap: 7.5647 eV
- Energy above the lowest of the compared OMol25 structures with the same formula, charge and spin: 0.0 kcal/mol

Cartesian coordinates (Å):
Li1 6.479 0.857 -1.729
Li2 4.388 0.174 -3.162
N1 5.169 1.927 -2.798
S1 4.150 3.015 -2.040
O1 2.868 3.236 -2.606
O2 4.829 4.066 -1.397
F1 3.804 1.976 -0.875
S2 5.537 2.856 -4.083
O3 6.595 3.769 -3.917
O4 4.436 3.118 -4.945
F2 6.261 1.643 -4.883
N2 5.596 -0.941 -2.067
S3 4.781 -1.714 -0.830
O5 5.486 -2.676 -0.092
O6 3.413 -1.907 -1.179
F3 4.761 -0.458 0.120
S4 6.670 -2.108 -2.471
O7 6.059 -3.365 -2.739
O8 7.911 -2.047 -1.818
F4 6.989 -1.498 -3.913
N3 10.443 1.102 -0.526
S5 9.804 -0.191 0.245
O9 10.345 -1.450 -0.142
O10 8.429 -0.089 0.590
F5 10.538 0.141 1.624
S6 10.011 0.916 -2.040
O11 8.599 0.825 -2.269
O12 10.892 0.109 -2.815
F6 10.302 2.372 -2.570
N4 8.397 4.078 0.909
S7 8.032 5.301 -0.140
O13 6.858 6.067 0.083
O14 8.450 5.006 -1.465
F7 9.194 6.254 0.420
S8 7.141 3.119 0.823
O15 7.155 2.229 -0.317
O16 5.891 3.624 1.279
F8 7.500 2.127 2.018

Cartesian forces (eV/Å) of the 2 atoms listed first:
Li 1.63 0.68 0.96
Li -0.07 -0.21 -0.11

=====

Here is a structure of composition F8N4Na2O16S8 from OMol25. Energies are from ωB97M-V/def2-TZVPD.

- Total energy: -155969.12590 eV
- Spin multiplicity: 2
- ⟨S²⟩: 0.763
- Net charge: -1
- Kohn-Sham gap (alpha / beta): 8.0546 / 3.4765 eV
- Energy above the lowest of the compared OMol25 structures with the same formula, charge and spin: 34.4 kcal/mol

Cartesian coordinates (Å):
Na1 1.270 1.511 3.152
Na2 0.599 0.212 0.641
N1 2.275 -0.428 2.038
S1 2.314 -1.825 3.045
O1 3.365 -2.077 4.002
O2 1.539 -2.954 2.524
F1 1.173 -1.153 4.014
S2 3.764 -0.699 1.658
O3 4.237 -1.964 1.108
O4 4.749 0.180 2.325
F2 3.600 0.150 0.294
N2 -0.830 1.495 2.063
S3 -1.599 3.048 2.214
O5 -2.408 3.461 3.354
O6 -1.795 3.702 0.903
F3 -0.185 3.784 2.449
S4 -1.905 0.727 2.693
O7 -3.196 0.697 1.973
O8 -1.898 0.574 4.129
F4 -1.237 -0.735 2.292
N3 -0.539 -2.630 -2.767
S5 1.114 -2.257 -2.783
O9 1.938 -3.413 -3.170
O10 1.538 -1.522 -1.626
F5 1.143 -1.168 -3.955
S6 -0.690 -3.050 -1.346
O11 -0.789 -1.958 -0.395
O12 0.019 -4.286 -0.902
F6 -2.185 -3.667 -1.422
N4 -2.386 0.975 -3.432
S7 -1.703 1.667 -2.009
O13 -1.967 3.042 -1.581
O14 -0.420 1.018 -1.606
F7 -2.797 0.897 -1.084
S8 -1.685 2.072 -4.278
O15 -0.252 2.495 -4.165
O16 -2.610 3.063 -4.821
F8 -1.562 1.014 -5.529

Cartesian forces (eV/Å) of the 2 atoms listed first:
Na 0.11 0.04 0.54
Na -0.74 -0.41 -1.53

=====

Here is a structure of composition F8NO4PRbS2 from OMol25. Energies are from ωB97M-V/def2-TZVPD.

- Total energy: -63044.27383 eV
- Spin multiplicity: 1
- Net charge: -1
- Kohn-Sham gap: 7.7204 eV

Cartesian coordinates (Å):
Rb1 2.420 0.199 2.475
P1 -0.225 3.003 1.380
F1 -1.574 3.823 1.635
F2 -0.552 1.995 2.607
F3 -0.932 2.031 0.358
F4 1.206 2.195 1.196
F5 0.222 3.992 0.189
F6 0.554 3.970 2.442
N1 -0.732 -2.729 -0.873
S1 -0.927 -2.243 -2.393
O1 -0.433 -3.140 -3.381
O2 -0.719 -0.861 -2.560
F7 -2.499 -2.440 -2.465
S2 0.729 -2.380 -0.398
O3 0.842 -1.215 0.427
O4 1.772 -2.643 -1.327
F8 0.849 -3.556 0.688

Cartesian forces (eV/Å) of the 2 atoms listed first:
Rb -0.64 0.05 -0.50
P 0.48 0.97 0.30

=====

Here is a structure of composition FFeO2S from OMol25. Energies are from ωB97M-V/def2-TZVPD.

- Total energy: -52029.19190 eV
- Spin multiplicity: 6
- ⟨S²⟩: 8.798
- Kohn-Sham gap (alpha / beta): 6.8906 / 7.6681 eV

Cartesian coordinates (Å):
Fe1 -1.584 0.957 -0.639
F1 2.254 -1.147 -0.244
S1 0.626 -0.223 0.689
O1 0.318 1.024 -0.145
O2 -1.615 -0.611 0.339

Cartesian forces (eV/Å) of the 2 atoms listed first:
Fe 0.42 -2.35 1.38
F -2.47 1.81 1.48

=====

What is the total energy in the seventh record?
-147556.71048 eV